Below is a structure of composition C20H12MoN6O2S4 in a non-equilibrium geometry, with properties calculated with ωB97M-V with the def2-TZVPD basis set.

**Gap between HOMO and LUMO (alpha / beta)**: 6.9 / 6.4 eV
**LUMO energy (alpha / beta)**: -8.90 / -9.73 eV
**Highest occupied orbital energy (alpha / beta)**: -15.8 / -16.2 eV
**Total charge**: +2
**ΔE to the lowest compared entry with this formula, charge and spin**: 0.000 eV
**2S+1**: 1

Each line ends with the Löwdin charge.
Element x y z (Å)
C1 1.89408 0.05164 0.38127  -0.195
N1 -5.03103 4.48112 0.71581  0.263
C2 -4.28493 3.88805 1.36049  -0.223
S1 0.59358 2.01386 1.82477  0.668
H1 0.01016 -3.32277 -0.33429  0.149
N2 -2.21196 6.30690 2.92542  0.264
H2 1.03678 3.08515 -0.58066  0.129
C3 -2.34455 3.72954 2.85993  -0.669
C4 1.70510 -0.85681 1.55500  -0.151
C5 3.65140 0.04302 -2.96814  -0.183
C6 2.77516 -0.92497 2.50841  -0.126
C7 -2.27816 5.15905 2.89282  -0.217
H3 4.62509 -1.58057 -3.45988  0.120
H4 3.08158 0.22351 -3.88547  0.147
H5 3.07205 -1.36086 -0.69309  0.152
Mo1 -1.37378 0.86152 2.54049  0.483
C8 -2.30529 -1.10082 -1.34680  0.036
C9 0.61960 -1.62978 1.63360  -0.177
O1 -0.65633 -4.20650 -2.34336  -0.033
C10 0.47004 -2.62271 2.65864  -0.203
C11 -1.54674 -2.26325 -1.36615  -0.119
H6 -2.75551 0.68404 -0.27731  0.080
N3 0.35041 -3.41781 3.48081  0.252
H7 4.53088 0.69630 -2.99719  0.155
C12 -0.47691 -1.48112 0.62841  -0.221
S2 -1.28232 2.85216 3.82986  0.741
N4 3.62813 -0.94190 3.27904  0.257
H8 2.33369 2.42018 -2.58824  0.148
C13 -0.61771 -2.44164 -0.34609  0.092
S3 -3.60402 1.42228 2.12191  0.799
N5 -1.25739 -0.37458 0.68654  -0.061
S4 -1.36221 -0.52539 4.07938  0.420
C14 1.49763 2.11145 -0.66925  -0.066
O2 3.98492 -1.30901 -2.79232  -0.030
N6 1.33825 1.28433 0.38893  -0.336
C15 -3.34972 3.10141 2.10697  -0.648
C16 -1.71756 -3.29058 -2.45108  -0.183
C17 2.63009 -0.37354 -0.69850  0.104
H9 -3.03626 -0.88704 -2.11708  0.144
H10 -0.79695 -4.94799 -2.94293  0.119
C18 2.81703 0.46747 -1.79316  -0.110
C19 -2.14905 -0.20615 -0.31595  -0.112
H11 -2.69618 -3.76219 -2.30818  0.152
C20 2.22582 1.72525 -1.76480  0.047
H12 -1.73694 -2.78024 -3.41853  0.144